The following is a DFT calculation (ωB97M-V/def2-TZVPD) of 3 unconnected molecules or ions with the total composition C31H45F16N4O6 in a non-equilibrium geometry.

Bonds (Å) are listed after each position.
Atoms and positions in Å:
1 C 5.3329 -0.0211 2.1853  C2 1.571, H30 1.115, H31 1.117, H32 1.126
2 C 4.8097 -0.8855 0.9829  C1 1.571, O3 1.467, H33 1.124, H34 1.121
3 O 3.6122 -0.3255 0.3478  C2 1.467, N4 1.359
4 N 3.9052 0.1347 -0.8974  O3 1.359, C5 1.384, C19 1.357
5 C 4.7874 1.2000 -0.9528  N4 1.384, C6 1.424, H35 1.110
6 C 5.1446 1.8094 -2.1893  C5 1.424, C7 1.545, C12 1.454
7 C 6.0937 3.0285 -2.1719  C6 1.545, C8 1.612, H36 1.117, H37 1.113
8 C 5.2023 4.3063 -1.7598  C7 1.612, N9 1.485, N10 1.470, N11 1.489
9 N 3.7560 3.9717 -1.7210  C8 1.485, H38 1.025, H39 1.020
10 N 5.3129 5.4138 -2.7206  C8 1.470, H40 1.017, H41 1.019
11 N 5.5422 4.7813 -0.3900  C8 1.489, H42 1.024, H43 1.021
12 C 4.5904 1.2507 -3.4115  C6 1.454, C13 1.541, C17 1.443
13 C 4.9315 1.7938 -4.8130  C12 1.541, O14 1.200, O15 1.372
14 O 4.9019 2.9848 -4.9533  C13 1.200
15 O 5.2230 0.9762 -5.8756  C13 1.372, C16 1.462
16 C 4.3563 1.3847 -6.9803  O15 1.462, H44 1.118, H45 1.114, H46 1.113
17 C 3.6775 0.1397 -3.2904  C12 1.443, O18 1.390, C19 1.472
18 O 3.1422 -0.3529 -4.4748  C17 1.390, H47 0.979
19 C 3.3226 -0.4348 -1.9823  N4 1.357, C17 1.472, C20 1.545
20 C 2.2942 -1.5871 -1.9854  C19 1.545, C21 1.575, H48 1.121, H49 1.125
21 C 2.5416 -2.7582 -0.9621  C20 1.575, C22 1.598, H50 1.111, H51 1.125
22 C 1.2324 -3.1154 -0.1175  C21 1.598, C23 1.564, C24 1.574, H52 1.126
23 C 0.0350 -3.3532 -1.0949  C22 1.564, H53 1.119, H54 1.118, H55 1.126
24 C 0.9495 -2.1428 1.0867  C22 1.574, C25 1.570, H56 1.126, H57 1.123
25 C -0.1685 -1.0592 0.8875  C24 1.570, C26 1.565, H58 1.113, H59 1.133
26 C 0.3125 0.2827 0.2413  C25 1.565, C27 1.418, H60 1.114
27 C -0.3860 1.5131 0.3278  C26 1.418, C28 1.559, C29 1.561
28 C -1.2690 1.9829 -0.8678  C27 1.559, H61 1.134, H62 1.112, H63 1.112
29 C -0.3032 2.4901 1.5430  C27 1.561, H64 1.115, H65 1.113, H66 1.127
30 H 5.4220 -0.5942 3.1376  C1 1.115
31 H 4.7410 0.9196 2.2949  C1 1.117
32 H 6.3846 0.2920 1.9330  C1 1.126
33 H 4.5133 -1.8830 1.4073  C2 1.124
34 H 5.6018 -1.1234 0.2265  C2 1.121
35 H 5.2086 1.6283 -0.0194  C5 1.110
36 H 6.4503 3.2613 -3.2048  C7 1.117
37 H 6.9651 2.9169 -1.4880  C7 1.113
38 H 3.5114 3.6476 -0.7794  N9 1.025
39 H 3.1992 4.8160 -1.8540  N9 1.020
40 H 6.1415 5.9805 -2.5594  N10 1.017
41 H 5.2308 5.0977 -3.6858  N10 1.019
42 H 6.5613 4.7089 -0.3240  N11 1.024
43 H 5.2780 5.7644 -0.3095  N11 1.021
44 H 3.3100 1.5011 -6.6038  C16 1.118
45 H 4.6820 2.3437 -7.4438  C16 1.114
46 H 4.3357 0.6109 -7.7804  C16 1.113
47 H 3.7641 -1.0503 -4.7669  O18 0.979
48 H 2.3016 -2.0257 -3.0168  C20 1.121
49 H 1.2815 -1.1068 -1.8927  C20 1.125
50 H 3.4315 -2.6394 -0.3072  C21 1.111
51 H 2.7318 -3.6808 -1.5765  C21 1.125
52 H 1.4708 -4.1193 0.3323  C22 1.126
53 H 0.2552 -4.1126 -1.8871  C23 1.119
54 H -0.3865 -2.4096 -1.5222  C23 1.118
55 H -0.7948 -3.8004 -0.4792  C23 1.126
56 H 0.6209 -2.7861 1.9498  C24 1.126
57 H 1.8829 -1.6376 1.4530  C24 1.123
58 H -1.0797 -1.3994 0.3471  C25 1.113
59 H -0.5209 -0.7720 1.9257  C25 1.133
60 H 1.2948 0.2837 -0.2834  C26 1.114
61 H -0.8042 2.9317 -1.2791  C28 1.134
62 H -2.2886 2.2443 -0.5094  C28 1.112
63 H -1.2425 1.2498 -1.7029  C28 1.112
64 H -1.3182 2.8812 1.7856  C29 1.115
65 H 0.2400 2.0384 2.4035  C29 1.113
66 H 0.3191 3.3686 1.2109  C29 1.127
67 C -6.8346 3.6663 3.9870  C68 1.540, O74 1.428, H81 1.091, H82 1.091
68 C -6.9281 2.1404 3.8045  C67 1.540, C69 1.530, F72 1.352, F73 1.364
69 C -5.7162 1.3256 4.2604  C68 1.530, F70 1.350, F71 1.356, H83 1.094
70 F -4.5896 1.6567 3.5952  C69 1.350
71 F -5.9293 0.0069 4.0265  C69 1.356
72 F -7.2402 1.8665 2.5181  C68 1.352
73 F -7.9930 1.7213 4.5470  C68 1.364
74 O -6.4436 4.4379 2.8512  C67 1.428, C75 1.393
75 C -5.0817 4.5653 2.5849  O74 1.393, C76 1.531, F79 1.347, F80 1.350
76 C -4.6774 3.8894 1.2721  C75 1.531, F77 1.348, F78 1.358, H84 1.092
77 F -5.0087 2.5828 1.2601  C76 1.348
78 F -3.3319 3.9571 1.0986  C76 1.358
79 F -4.3642 4.1292 3.6384  C75 1.347
80 F -4.8368 5.8897 2.4856  C75 1.350
81 H -7.8518 4.0035 4.1919  C67 1.091
82 H -6.2664 3.9419 4.8771  C67 1.091
83 H -5.5396 1.4506 5.3328  C69 1.094
84 H -5.1642 4.3689 0.4206  C76 1.092
85 C -6.1678 -5.8112 2.0383  C86 1.539, O92 1.428, H99 1.091, H100 1.091
86 C -6.2764 -5.8035 0.5027  C85 1.539, C87 1.530, F90 1.352, F91 1.364
87 C -5.5007 -6.8933 -0.2394  C86 1.530, F88 1.349, F89 1.356, H101 1.094
88 F -4.1723 -6.8267 -0.0143  C87 1.349
89 F -5.6737 -6.7554 -1.5772  C87 1.356
90 F -5.9482 -4.5753 0.0418  C86 1.352
91 F -7.5956 -5.9775 0.2023  C86 1.364
92 O -5.2202 -4.9231 2.6316  C85 1.428, C93 1.394
93 C -3.8933 -5.3419 2.7149  O92 1.394, C94 1.531, F97 1.346, F98 1.351
94 C -2.9573 -4.4933 1.8501  C93 1.531, F95 1.349, F96 1.357, H102 1.092
95 F -3.3402 -4.4897 0.5567  C94 1.349
96 F -1.6929 -4.9853 1.8827  C94 1.357
97 F -3.8093 -6.6566 2.4383  C93 1.346
98 F -3.5327 -5.2052 4.0097  C93 1.351
99 H -7.1289 -5.4477 2.4053  C85 1.091
100 H -6.0811 -6.8217 2.4415  C85 1.091
101 H -5.8548 -7.8891 0.0428  C87 1.094
102 H -2.9356 -3.4582 2.1984  C94 1.092

Computed properties:
E_tot: -94588.6671 eV
HOMO-LUMO gap: 4.74 eV
total charge: +1
E_LUMO: -4.0 eV
F_max: 3.18 eV/Å